1 | A cluster of 2 separate species, C3H8NS in total, computed with ωB97M-V with the def2-TZVPD basis set.

Its molar mass is 90.171 g/mol. As for the total charge: -1. The HOMO-LUMO gap comes out at 6.1 eV.

Geometry as XYZ:
```
13
C3H8NS ωB97M-V with the def2-TZVPD basis set
H 0.80 -1.04 -0.87
H -2.05 0.68 -1.99
N -0.06 0.68 -1.71
C 1.08 -0.08 -1.29
H -1.09 -0.42 1.74
S 1.40 -0.57 1.96
C -0.29 0.08 2.30
C -1.19 0.13 -1.61
H -0.30 1.13 2.01
H -0.48 0.01 3.36
H 1.77 0.38 -0.57
H -1.39 -0.87 -1.21
H 1.81 -0.12 -2.12
```

Löwdin population analysis, charges in e, atoms 1 to 5: 0.032 0.048 -0.087 -0.226 -0.026

2 | The ion C3H8NS with charge -1, computed with ωB97M-V with the def2-TZVPD basis set.

Its molar mass is 90.171 g/mol. As for the total charge: -1. The HOMO-LUMO gap comes out at 6.6 eV.

Geometry as XYZ:
```
13
C3H8NS ωB97M-V with the def2-TZVPD basis set
N 1.67 -0.74 -0.31
H -0.27 -0.08 1.86
C -0.24 0.69 -0.72
H 0.93 -1.45 -0.37
H 2.25 -1.12 0.43
H 0.05 0.65 -1.78
H -0.62 1.72 -0.65
H 1.73 1.28 0.05
C 0.65 0.46 1.66
C 0.99 0.47 0.15
H 1.51 0.07 2.21
S -1.57 -0.50 -0.43
H 0.46 1.48 2.04
```

Löwdin population analysis, charges in e, atoms 1 to 5: -0.011 0.013 -0.751 0.019 0.036

The structure with the greatest stability is 2.

1 | A cluster of 3 separate species, C3H13NO2S2 in total, computed with ωB97M-V with the def2-TZVPD basis set.

Its molar mass is 159.276 g/mol. The HOMO-LUMO gap comes out at 9.0 eV.

Geometry as XYZ:
```
21
C3H13NO2S2 ωB97M-V with the def2-TZVPD basis set
H -3.26 -1.82 0.11
H 5.64 3.15 -2.63
O 6.23 2.40 -2.77
H -1.63 -2.01 0.64
H -1.52 -0.11 1.52
O 4.33 2.76 3.06
N -2.21 -0.07 0.78
H -3.34 1.06 2.21
H 4.62 2.93 2.15
S -0.19 -1.33 -1.84
S 0.25 -3.20 -1.11
C -3.47 0.36 1.39
H 6.14 1.49 -2.48
C -2.00 -1.21 -1.42
H -4.24 -0.33 1.83
H -2.47 -2.06 -1.92
H -2.34 -0.29 -1.89
H 4.82 2.57 3.86
C -2.27 -1.36 0.05
H 0.93 -3.77 -2.13
H -4.01 0.85 0.58
```

Löwdin population analysis, charges in e, atoms 1 to 5: 0.111 0.042 -0.078 0.085 0.094

2 | A cluster of 3 separate species, C3H13NO2S2 in total, computed with ωB97M-V with the def2-TZVPD basis set.

Its molar mass is 159.276 g/mol. The HOMO-LUMO gap comes out at 8.8 eV.

Geometry as XYZ:
```
21
C3H13NO2S2 ωB97M-V with the def2-TZVPD basis set
H 0.42 2.18 -1.08
S -0.55 -3.41 1.10
H -3.21 0.75 2.39
H -0.36 1.93 0.57
H -1.26 -1.59 -3.19
H -2.35 1.29 1.46
H -0.85 1.12 -0.88
C 1.01 0.29 -0.16
O -2.95 1.66 2.13
H 2.85 0.68 0.74
H 2.56 1.54 -0.57
H -0.25 -0.82 -4.00
H 0.91 -0.26 -1.10
C 0.03 1.47 -0.33
H 1.38 -0.96 1.52
O -0.32 -1.55 -3.37
H 0.29 0.28 1.90
S -1.03 -1.44 1.24
H 0.72 -3.31 0.72
C 0.51 -0.44 1.10
N 2.44 0.60 -0.20
```

Löwdin population analysis, charges in e, atoms 1 to 5: 0.075 0.298 0.042 0.063 0.036

The structure with the greatest stability is 2.

1 | A cluster of 2 separate species, C2H7S2 in total, computed with ωB97M-V with the def2-TZVPD basis set.

Its molar mass is 95.212 g/mol. As for the total charge: -1. The HOMO-LUMO gap comes out at 6.4 eV.

Geometry as XYZ:
```
11
C2H7S2 ωB97M-V with the def2-TZVPD basis set
S -1.50 -0.22 -0.37
S 1.49 -1.63 0.49
H 2.39 0.28 -0.70
C 1.97 -0.68 -0.97
H 2.70 -1.26 -1.51
H 0.18 -1.08 0.60
H -3.00 1.47 0.62
H -1.41 1.99 0.77
C -2.00 1.07 0.81
H 1.11 -0.59 -1.57
H -1.93 0.66 1.82
```

Löwdin population analysis, charges in e, atoms 1 to 5: 0.165 0.438 0.012 -0.550 -0.003

2 | A cluster of 2 separate species, C2H7S2 in total, computed with ωB97M-V with the def2-TZVPD basis set.

Its molar mass is 95.212 g/mol. As for the total charge: -1. The HOMO-LUMO gap comes out at 5.5 eV.

Geometry as XYZ:
```
11
C2H7S2 ωB97M-V with the def2-TZVPD basis set
H 2.48 0.95 0.49
C 2.06 -0.21 0.55
H -0.17 0.42 -1.91
S -3.56 1.38 1.13
H 2.92 -0.92 0.68
H -4.39 1.48 2.16
H -0.87 -1.20 -1.88
H 1.38 -0.01 1.41
H -0.83 -0.51 -0.35
S 1.35 -0.90 -0.97
C -0.38 -0.48 -1.29
```

Löwdin population analysis, charges in e, atoms 1 to 5: 0.081 -0.489 0.036 -0.435 0.015

3 | A cluster of 2 separate species, C2H7S2 in total, computed with ωB97M-V with the def2-TZVPD basis set.

Its molar mass is 95.212 g/mol. As for the total charge: -1. The HOMO-LUMO gap comes out at 5.9 eV.

Geometry as XYZ:
```
11
C2H7S2 ωB97M-V with the def2-TZVPD basis set
S -1.42 -1.58 -0.78
C -0.05 -0.85 0.15
H 1.64 0.42 -0.27
H 0.58 -1.65 0.54
H 1.09 -0.60 -1.66
S -0.07 2.48 1.09
C 0.78 0.00 -0.80
H 0.20 0.84 -1.18
H -0.45 3.59 1.74
H -0.40 -0.23 0.98
H -1.89 -2.40 0.18
```

Löwdin population analysis, charges in e, atoms 1 to 5: 0.637 -0.672 0.048 0.056 0.053

The structure with the greatest stability is 3.

1 | A cluster of 2 separate species, C2H7S2 in total, computed with ωB97M-V with the def2-TZVPD basis set.

Its molar mass is 95.212 g/mol. As for the total charge: -1. The HOMO-LUMO gap comes out at 6.2 eV.

Geometry as XYZ:
```
11
C2H7S2 ωB97M-V with the def2-TZVPD basis set
C -1.16 -1.14 0.73
H -1.89 -1.21 -0.08
H -0.10 1.70 -1.02
H -1.26 -0.12 1.13
H 0.47 -1.85 -0.58
H 2.10 2.38 -0.83
S 0.38 0.36 -1.03
C 0.23 -1.04 0.09
H 1.07 -0.84 0.77
S 1.41 3.58 -0.77
H -1.25 -1.81 1.59
```

Löwdin population analysis, charges in e, atoms 1 to 5: -0.190 0.057 -0.208 0.063 0.036

2 | A cluster of 2 separate species, C2H7S2 in total, computed with ωB97M-V with the def2-TZVPD basis set.

Its molar mass is 95.212 g/mol. As for the total charge: -1. The HOMO-LUMO gap comes out at 6.5 eV.

Geometry as XYZ:
```
11
C2H7S2 ωB97M-V with the def2-TZVPD basis set
H 0.21 -0.56 0.98
H -1.29 -1.94 -0.60
H -0.51 -1.06 -1.92
H 1.00 1.41 -0.05
H -1.52 -0.21 -0.70
H 0.94 -1.82 0.07
C 0.48 -0.85 -0.04
S 1.68 0.36 -0.62
H -0.09 2.55 2.49
C -0.80 -1.00 -0.87
S -0.11 3.12 1.27
```

Löwdin population analysis, charges in e, atoms 1 to 5: 0.054 0.055 0.051 -0.268 0.060

The structure with the greatest stability is 2.

1 | An isolated molecule of S2, computed with ωB97M-V with the def2-TZVPD basis set.

Its molar mass is 64.134 g/mol. The HOMO-LUMO gap comes out at 5.8 eV.

Geometry as XYZ:
```
2
S2 ωB97M-V with the def2-TZVPD basis set
S 0.00 0.00 -0.96
S 0.00 0.00 0.96
```

Just the Löwdin charges please, in e? Sure, here they are: 0.000 0.000

2 | A structure of composition S2, computed with ωB97M-V with the def2-TZVPD basis set.

Its molar mass is 64.134 g/mol. The HOMO-LUMO gap comes out at 5.4 eV.

Geometry as XYZ:
```
2
S2 ωB97M-V with the def2-TZVPD basis set
S 0.25 -0.77 1.14
S -0.25 0.77 -1.14
```

Just the Löwdin charges please, in e? Sure, here they are: 0.000 0.000

The structure with the greatest stability is 1.

1 | A structure of composition C15H14ClF6IrN4O4PS, computed with ωB97M-V with the def2-TZVPD basis set.

Its molar mass is 719.000 g/mol. As for the spin multiplicity: 2. As for the total charge: +2. The HOMO-LUMO gap (alpha / beta) comes out at 7.0 / 5.3 eV.

Geometry as XYZ:
```
47
C15H14ClF6IrN4O4PS ωB97M-V with the def2-TZVPD basis set
H -3.32 0.91 0.49
H -4.76 1.34 -0.45
F 2.06 -1.09 0.22
O -1.97 -4.01 2.75
C 1.38 2.15 2.25
O -1.83 -2.85 0.16
C -0.21 -0.87 3.81
H -3.86 -1.00 -2.67
H -4.33 -0.37 -0.21
P 3.56 -0.66 -0.62
H 0.11 1.53 5.32
N 0.14 0.16 2.99
Ir 0.49 0.37 0.00
C -3.65 0.05 -2.84
C -3.94 0.63 -0.36
C 1.99 3.88 3.79
N -1.49 0.96 -2.98
N -0.19 -0.21 1.72
C -1.40 -3.17 3.61
O -0.74 -1.05 -0.56
N -3.14 0.64 -1.58
F 1.86 0.96 -1.26
H 1.37 1.87 1.18
C -0.84 -1.88 3.05
O -1.33 -3.38 4.78
H 2.52 3.88 1.70
F 4.29 -1.91 -0.13
C -1.17 -1.89 0.40
C 0.74 1.45 3.26
H -1.97 -3.71 1.82
H 2.50 4.82 4.00
F 4.60 0.07 -1.48
C 2.02 3.35 2.51
C 1.30 3.21 4.78
C -2.49 0.29 -3.83
F 3.78 0.29 0.59
C 0.66 2.01 4.53
C -1.93 1.11 -1.75
C -0.77 -1.42 1.76
F 2.80 -1.20 -1.86
H -0.58 1.27 -3.30
H -4.57 0.56 -3.13
H -2.77 0.93 -4.66
Cl 0.11 -0.91 5.44
S -0.98 1.95 -0.51
H -2.08 -0.64 -4.23
H 1.24 3.63 5.78
```

Löwdin population analysis, charges in e, atoms 1 to 5: 0.074 0.115 -0.288 0.180 -0.060

2 | A structure of composition C15H14ClF6IrN4O4PS, computed with ωB97M-V with the def2-TZVPD basis set.

Its molar mass is 719.000 g/mol. As for the spin multiplicity: 2. As for the total charge: +2. The HOMO-LUMO gap (alpha / beta) comes out at 7.7 / 5.5 eV.

Geometry as XYZ:
```
47
C15H14ClF6IrN4O4PS ωB97M-V with the def2-TZVPD basis set
C 1.03 1.80 3.38
N 0.80 0.18 -1.69
H 1.45 1.22 2.56
F -3.58 0.36 1.66
S 0.09 2.30 0.29
Cl 1.88 0.60 -5.32
H -0.84 3.46 4.68
F -3.07 -1.84 2.10
P -2.88 -0.84 0.94
C -0.76 0.66 -3.48
O 4.95 -0.29 -1.94
C -2.35 2.05 -4.56
N -0.29 2.29 3.02
F -4.07 -1.23 0.05
C 2.76 0.12 -2.74
H 4.38 -0.40 -0.85
C 2.53 -0.31 -0.15
F -1.35 -0.25 1.73
H -1.52 1.82 4.66
C -2.47 3.20 3.23
C 1.74 0.40 -3.66
F -1.83 -1.82 0.16
C -1.27 2.68 4.05
O 1.58 -0.36 0.70
C -3.31 1.06 -4.39
C -1.06 1.86 -4.10
C -1.70 -0.35 -3.30
C 4.20 -0.04 -2.89
H -0.31 2.64 -4.21
C -0.76 2.56 1.82
H 1.69 2.63 3.62
H -2.51 3.26 1.02
H -2.73 4.23 3.46
H -4.31 1.22 -4.76
C -2.99 -0.13 -3.76
N 0.57 0.43 -2.99
C 2.09 -0.01 -1.53
O 4.69 0.09 -4.08
Ir -0.27 0.07 0.03
O 3.73 -0.51 0.10
H -3.36 2.58 3.34
H -3.73 -0.91 -3.64
H -1.43 -1.30 -2.85
N -1.96 3.10 1.85
F -2.32 0.33 -0.27
H -2.61 2.98 -5.05
H 0.93 1.16 4.25
```

Löwdin population analysis, charges in e, atoms 1 to 5: 0.009 -0.048 0.058 -0.062 0.774

The structure with the greatest stability is 2.